# 1
Computed, not measured: 4 unconnected molecules or ions with the total composition C36H47F24O8 at a distorted geometry, with wB97M-V/def2-TZVPD.

The LUMO energy comes out at 1.44 eV. The HOMO-LUMO gap comes out at 5.91 eV. The value obtained for the total energy is -4398.2124 hartree.

```
! wB97M-V def2-TZVPD RIJCOSX def2/J DEFGRID3
* xyz -1 1
C -10.7147 -2.6534 3.4141
C -9.5976 -3.4358 4.0043
C -8.1873 -2.8761 4.6020
C -7.9741 -1.2564 4.5623
O -9.0860 -0.3477 4.9352
C -8.5582 0.9851 4.4952
O -9.1276 2.1644 4.8690
O -7.3733 0.8082 3.5915
C -6.9869 -0.6235 3.3696
C -5.3583 -0.5614 3.7320
C -4.4260 -1.3940 2.6650
C -3.6730 -0.4508 1.5394
C -2.1865 -1.0453 1.0799
C -2.0637 -1.3318 -0.5321
C -1.2587 -0.1779 -1.3791
C -0.3130 -0.7442 -2.5936
C -0.8231 -0.3421 -4.0997
C 0.0348 0.8681 -4.8155
C 0.2503 0.5903 -6.4425
C 1.1952 1.8200 -6.9990
C 0.7071 2.4274 -8.4522
C 1.2063 1.5542 -9.7528
C 0.4022 2.1668 -11.0840
C -7.4040 -0.8474 1.8020
O -7.5879 -2.0798 1.3094
O -7.5053 0.3964 0.9679
H -11.4053 -3.2141 2.6180
H -11.0349 -1.5643 3.6984
H -9.7570 -4.6189 4.0422
H -8.0908 -3.2757 5.7128
H -7.3161 -3.4281 4.0010
H -7.2537 -1.0978 5.5029
H -5.0077 0.5728 3.7218
H -5.1486 -0.9758 4.8203
H -5.0219 -2.2856 2.1734
H -3.5488 -1.8884 3.3061
H -4.3266 -0.4269 0.5496
H -3.4580 0.6420 1.9588
H -1.3117 -0.3402 1.4369
H -2.0469 -2.0715 1.6286
H -1.5185 -2.3658 -0.7691
H -3.1445 -1.4310 -0.9864
H -0.5335 0.3565 -0.5980
H -1.9901 0.6223 -1.8361
H 0.7748 -0.2746 -2.4698
H -0.1978 -1.9303 -2.5577
H -1.9634 -0.0276 -4.1147
H -0.7199 -1.2849 -4.8098
H -0.4573 1.9301 -4.6660
H 1.1303 0.8923 -4.3534
H 0.8246 -0.4332 -6.6447
H -0.8088 0.5536 -6.9851
H 2.3158 1.4230 -7.0633
H 1.0880 2.6977 -6.2051
H -0.4510 2.5789 -8.5420
H 1.1860 3.5150 -8.5514
H 1.0251 0.4043 -9.6293
H 2.3533 1.7131 -9.9847
H 0.0884 3.2729 -10.7631
H 1.0810 2.2088 -12.0379
H -0.6119 1.5863 -11.2399
C 3.5827 0.9165 3.7198
C 2.1067 1.1811 4.0520
C 1.1316 0.1397 3.5166
F 1.1499 0.0631 2.1669
F -0.1451 0.4578 3.8616
F 1.7735 2.4334 3.6374
F 1.9992 1.2032 5.4178
O 4.1129 1.6254 2.5952
C 3.8825 1.0160 1.3265
C 3.0067 1.8735 0.4080
F 1.7887 2.1157 0.9593
F 2.7743 1.2465 -0.7778
F 3.3901 -0.2321 1.5114
F 5.1125 0.8526 0.7660
H 4.1641 1.2921 4.5710
H 3.8207 -0.1536 3.6795
H 1.3467 -0.8511 3.9269
H 3.4782 2.8375 0.1990
C 0.6871 -6.0956 1.9087
C 0.3298 -4.7157 1.3368
C 1.5020 -3.7502 1.2102
F 2.0676 -3.4677 2.4053
F 1.0888 -2.5610 0.6950
F -0.6810 -4.1765 2.0706
F -0.1903 -4.9207 0.0857
O 0.4357 -6.2839 3.3049
C 1.4691 -5.8307 4.1771
C 1.0141 -4.6894 5.0916
F 0.5955 -3.6116 4.3781
F 2.0335 -4.2549 5.8823
F 2.5663 -5.5173 3.4474
F 1.8176 -6.9104 4.9297
H 0.0216 -6.8164 1.4174
H 1.6958 -6.4211 1.6260
H 2.2720 -4.1486 0.5433
H 0.1902 -5.0048 5.7375
C 8.3493 4.6662 0.5823
C 6.8734 4.9308 0.9146
C 5.8982 3.8894 0.3792
F 5.9166 3.8127 -0.9706
F 4.6215 4.2075 0.7242
F 6.5401 6.1830 0.5000
F 6.7658 4.9528 2.2804
O 8.8795 5.3750 -0.5422
C 8.6491 4.7656 -1.8110
C 7.7733 5.6232 -2.7294
F 6.5554 5.8654 -2.1781
F 7.5409 4.9962 -3.9152
F 8.1567 3.5175 -1.6261
F 9.8791 4.6023 -2.3714
H 8.9307 5.0417 1.4336
H 8.5873 3.5961 0.5420
H 6.1134 2.8986 0.7895
H 8.2448 6.5872 -2.9384
*
```

Atomic partial charges in e from the Mulliken method, atoms 1 to 99: atom 1 (C): -0.55, atom 2 (C): -0.26, atom 3 (C): -0.40, atom 4 (C): -0.22, atom 5 (O): -0.37, atom 6 (C): 0.51, atom 7 (O): -0.61, atom 8 (O): -0.35, atom 9 (C): 1.38, atom 10 (C): -0.98, atom 11 (C): -0.30, atom 12 (C): -0.57, atom 13 (C): 0.93, atom 14 (C): -0.47, atom 15 (C): -0.23, atom 16 (C): -0.11, atom 17 (C): -0.60, atom 18 (C): -0.41, atom 19 (C): -0.51, atom 20 (C): -0.49, atom 21 (C): -0.72, atom 22 (C): -0.30, atom 23 (C): -0.88, atom 24 (C): 0.00, atom 25 (O): -0.64, atom 26 (O): -0.74, atom 27 (H): 0.19, atom 28 (H): 0.23, atom 29 (H): 0.23, atom 30 (H): 0.38, atom 31 (H): 0.23, atom 32 (H): 0.31, atom 33 (H): 0.31, atom 34 (H): 0.21, atom 35 (H): 0.24, atom 36 (H): 0.22, atom 37 (H): 0.21, atom 38 (H): 0.22, atom 39 (H): -0.48, atom 40 (H): -0.26, atom 41 (H): -0.02, atom 42 (H): 0.32, atom 43 (H): -0.10, atom 44 (H): 0.34, atom 45 (H): -0.04, atom 46 (H): 0.24, atom 47 (H): 0.31, atom 48 (H): 0.27, atom 49 (H): 0.23, atom 50 (H): 0.17, atom 51 (H): 0.28, atom 52 (H): 0.22, atom 53 (H): 0.22, atom 54 (H): 0.30, atom 55 (H): 0.31, atom 56 (H): 0.29, atom 57 (H): 0.26, atom 58 (H): 0.25, atom 59 (H): 0.25, atom 60 (H): 0.29, atom 61 (H): 0.23, atom 62 (C): -0.84, atom 63 (C): 0.94, atom 64 (C): 0.20, atom 65 (F): -0.11, atom 66 (F): -0.31, atom 67 (F): -0.27, atom 68 (F): -0.34, atom 69 (O): -0.29, atom 70 (C): 0.70, atom 71 (C): 0.62, atom 72 (F): -0.26, atom 73 (F): -0.32, atom 74 (F): -0.24, atom 75 (F): -0.33, atom 76 (H): 0.40, atom 77 (H): 0.34, atom 78 (H): 0.12, atom 79 (H): 0.05, atom 80 (C): -0.91, atom 81 (C): 1.10, atom 82 (C): 0.02, atom 83 (F): -0.28, atom 84 (F): -0.11, atom 85 (F): -0.23, atom 86 (F): -0.37, atom 87 (O): -0.42, atom 88 (C): 0.74, atom 89 (C): 0.17, atom 90 (F): -0.12, atom 91 (F): -0.28, atom 92 (F): -0.25, atom 93 (F): -0.31, atom 94 (H): 0.41, atom 95 (H): 0.39, atom 96 (H): 0.23, atom 97 (H): 0.22, atom 98 (C): -0.78, atom 99 (C): 0.85

=====

# 2
Computed, not measured: a molecular structure, C34H37ClN7O2Pd at a distorted geometry, with wB97M-V/def2-TZVPD.

The LUMO energy (alpha / beta) comes out at -3.31 / -4.17 eV. The HOMO-LUMO gap (alpha / beta) comes out at 7.25 / 6.96 eV. The value obtained for the total energy is -2439.4071 hartree.

```
! wB97M-V def2-TZVPD RIJCOSX def2/J DEFGRID3
* xyz 1 3
Pd 1.8438 -1.6178 -0.6279
C 2.3478 -2.7174 5.0112
C 1.3299 -2.5734 4.0823
C 1.6316 -2.1812 2.7848
C 2.9336 -1.9440 2.4156
C 3.9592 -2.0908 3.3410
C 3.6651 -2.4770 4.6364
N 3.2001 -1.5308 1.0452
N 4.3864 -1.3800 0.8095
C 4.6690 -1.0211 -0.5455
C 5.9688 -0.6390 -0.8402
C 6.2775 -0.2674 -2.1398
C 5.2883 -0.2818 -3.1163
C 3.9840 -0.6748 -2.8072
C 3.6763 -1.0702 -1.5158
H 2.1178 -3.0149 6.0265
H 0.3006 -2.7608 4.3629
H 0.8455 -2.0693 2.0670
H 4.9784 -1.9086 3.0318
H 4.4655 -2.5957 5.3568
H 6.7187 -0.6221 -0.0532
H 7.2863 0.0337 -2.3909
H 5.5359 0.0161 -4.1302
H 3.2254 -0.6671 -3.5828
C -2.3126 5.9384 0.6957
C -2.8687 4.6931 -0.0088
C -4.3816 4.6288 0.2495
C -2.6720 4.8543 -1.5275
C -2.1635 3.3790 0.4917
O -2.6722 2.2407 -0.1914
C -2.3157 3.1701 1.9991
C -1.8439 1.8191 2.5348
C -2.6345 0.6251 2.0462
C -2.0088 -0.4220 1.3841
C -2.7241 -1.5092 0.8995
C -4.0947 -1.5537 1.0850
Cl -4.9988 -2.9026 0.4671
C -4.7468 -0.5349 1.7615
C -4.0122 0.5444 2.2369
C -0.6537 3.4403 0.1160
N -0.1024 2.2024 -0.4431
C 0.6793 1.2944 0.1295
N 0.9413 0.3362 -0.7391
C 0.2447 0.7125 -1.8543
N -0.3834 1.8535 -1.7249
H -2.7300 6.8350 0.2296
H -1.2227 6.0145 0.6134
H -2.5791 5.9702 1.7551
H -4.8402 5.5447 -0.1285
H -4.6395 4.5587 1.3070
H -4.8660 3.8031 -0.2849
H -3.4142 5.5548 -1.9158
H -2.7882 3.9050 -2.0524
H -1.6929 5.2662 -1.7869
H -3.6245 2.1949 -0.0559
H -3.3648 3.2880 2.2720
H -1.7707 3.9625 2.5191
H -1.9133 1.8632 3.6249
H -0.7834 1.6618 2.3112
H -0.9363 -0.3848 1.2323
H -2.2299 -2.3230 0.3773
H -5.8180 -0.5874 1.9135
H -4.5335 1.3349 2.7702
H -0.0519 3.6877 0.9881
H -0.4790 4.1962 -0.6376
H 1.0741 1.3715 1.1312
H 0.2546 0.1512 -2.7754
N 2.6340 -5.5866 -4.3381
C 1.3298 -5.7716 -4.0182
O 0.7099 -6.7675 -4.3245
C 0.6335 -4.6787 -3.2375
C -0.6871 -4.9001 -2.8728
C -1.3764 -3.9297 -2.1692
C -0.7153 -2.7636 -1.8386
N 0.5663 -2.5418 -2.1714
C 1.2196 -3.4889 -2.8615
H 3.0896 -6.3172 -4.8581
H 3.1635 -4.7730 -4.0933
H -1.1461 -5.8373 -3.1601
H -2.4088 -4.0683 -1.8764
H -1.2154 -1.9643 -1.3060
H 2.2415 -3.2350 -3.1103
*
```

The Mulliken scheme yields these atomic charges, measured in e: atom 1 (Pd): -0.23, atom 2 (C): -0.42, atom 3 (C): -0.73, atom 4 (C): -0.04, atom 5 (C): 0.22, atom 6 (C): -0.26, atom 7 (C): -0.69, atom 8 (N): 0.86, atom 9 (N): -0.56, atom 10 (C): 0.44, atom 11 (C): -0.38, atom 12 (C): -0.60, atom 13 (C): -0.70, atom 14 (C): 0.02, atom 15 (C): 0.07, atom 16 (H): 0.40, atom 17 (H): 0.42, atom 18 (H): 0.31, atom 19 (H): 0.43, atom 20 (H): 0.38, atom 21 (H): 0.47, atom 22 (H): 0.38, atom 23 (H): 0.41, atom 24 (H): 0.50, atom 25 (C): -1.85, atom 26 (C): 1.58, atom 27 (C): -1.82, atom 28 (C): -1.69, atom 29 (C): 2.11, atom 30 (O): -0.70, atom 31 (C): -1.55, atom 32 (C): -1.12, atom 33 (C): -0.11, atom 34 (C): 0.91, atom 35 (C): -1.17, atom 36 (C): 0.05, atom 37 (Cl): -0.23, atom 38 (C): -0.91, atom 39 (C): 0.01, atom 40 (C): -1.93, atom 41 (N): 0.99, atom 42 (C): -0.68, atom 43 (N): 0.69, atom 44 (C): -1.02, atom 45 (N): -0.92, atom 46 (H): 0.50, atom 47 (H): 0.34, atom 48 (H): 0.37, atom 49 (H): 0.50, atom 50 (H): 0.37, atom 51 (H): 0.43, atom 52 (H): 0.49, atom 53 (H): 0.27, atom 54 (H): 0.41, atom 55 (H): 0.55, atom 56 (H): 0.31, atom 57 (H): 0.63, atom 58 (H): 0.56, atom 59 (H): 0.23, atom 60 (H): -0.11, atom 61 (H): 0.87, atom 62 (H): 0.44, atom 63 (H): 0.43, atom 64 (H): 0.28, atom 65 (H): 0.38, atom 66 (H): 0.54, atom 67 (H): 0.58, atom 68 (N): -0.29, atom 69 (C): 0.40, atom 70 (O): -0.61, atom 71 (C): 0.52, atom 72 (C): -0.30, atom 73 (C): -0.94, atom 74 (C): -0.47, atom 75 (N): -0.38, atom 76 (C): -0.11, atom 77 (H): 0.23, atom 78 (H): 0.15, atom 79 (H): 0.51, atom 80 (H): 0.54, atom 81 (H): 0.81, atom 82 (H): 0.19

=====

# 3
Computed, not measured: a molecular structure, C32H24O5PSeTc, with wB97M-V/def2-TZVPD.

The LUMO energy (alpha / beta) comes out at -4.48 / -4.50 eV. The HOMO-LUMO gap (alpha / beta) comes out at 6.98 / 6.87 eV. The value obtained for the total energy is -4433.4217 hartree.

```
! wB97M-V def2-TZVPD RIJCOSX def2/J DEFGRID3
* xyz 1 2
Tc -1.2584 1.0075 1.5951
O 0.3172 3.4763 4.2490
C 0.3449 2.3976 3.7494
O -0.7740 1.8750 3.1669
C 1.5608 1.5234 3.7465
C 2.3791 1.6233 4.8641
C 3.5431 0.8749 4.9504
C 3.9147 0.0492 3.9024
C 3.1201 -0.0348 2.7680
C 1.9332 0.6888 2.6856
P 0.9914 0.6549 1.1422
C 1.4448 2.1251 0.1996
C 2.2757 3.1071 0.7380
C 2.5373 4.2587 0.0106
C 1.9796 4.4313 -1.2473
C 1.1590 3.4503 -1.7913
C 0.8862 2.3016 -1.0710
C 1.5048 -0.8132 0.2482
C 1.2521 -2.0485 0.8400
C 1.6741 -3.2106 0.2178
C 2.3388 -3.1412 -1.0000
C 2.5927 -1.9098 -1.5896
C 2.1825 -0.7404 -0.9658
H 2.0865 2.2922 5.6622
H 4.1626 0.9451 5.8344
H 4.8277 -0.5279 3.9595
H 3.4310 -0.6635 1.9447
H 2.7213 2.9810 1.7159
H 3.1778 5.0220 0.4313
H 2.1836 5.3337 -1.8079
H 0.7256 3.5851 -2.7733
H 0.2567 1.5295 -1.4971
H 0.7404 -2.0921 1.7938
H 1.4855 -4.1708 0.6801
H 2.6688 -4.0499 -1.4867
H 3.1222 -1.8567 -2.5317
H 2.3961 0.2171 -1.4217
Se -2.2334 -0.9535 2.5769
C -2.3400 -2.1926 1.1147
C -1.6605 -3.4042 1.1587
C -1.8249 -4.3200 0.1283
C -2.6735 -4.0318 -0.9313
C -3.3761 -2.8329 -0.9546
C -3.2123 -1.9128 0.0675
H -1.0320 -3.6462 2.0068
H -1.3014 -5.2670 0.1630
H -2.8095 -4.7532 -1.7268
H -4.0599 -2.6168 -1.7653
H -3.7670 -0.9833 0.0573
O -1.0391 -0.5347 -1.7025
C -2.0340 -0.1490 -2.5484
C -2.3273 -0.8940 -3.6857
C -3.3134 -0.4781 -4.5609
C -4.0186 0.6976 -4.3253
C -3.7225 1.4432 -3.2041
C -2.7442 1.0286 -2.2939
C -2.5284 1.9087 -1.1230
O -2.8133 3.0629 -1.0425
O -1.9849 1.2447 -0.0543
H -0.7400 -1.4211 -1.9409
H -1.7680 -1.8027 -3.8807
H -3.5282 -1.0734 -5.4389
H -4.7864 1.0248 -5.0118
H -4.2472 2.3659 -2.9945
*
```

The natural (NBO) scheme yields these atomic charges, measured in e: atom 1 (Tc): 1.00, atom 2 (O): -0.49, atom 3 (C): 0.77, atom 4 (O): -0.65, atom 5 (C): -0.17, atom 6 (C): -0.15, atom 7 (C): -0.17, atom 8 (C): -0.18, atom 9 (C): -0.21, atom 10 (C): -0.28, atom 11 (P): 1.22, atom 12 (C): -0.41, atom 13 (C): -0.18, atom 14 (C): -0.19, atom 15 (C): -0.18, atom 16 (C): -0.13, atom 17 (C): -0.23, atom 18 (C): -0.43, atom 19 (C): -0.17, atom 20 (C): -0.20, atom 21 (C): -0.17, atom 22 (C): -0.23, atom 23 (C): -0.12, atom 24 (H): 0.25, atom 25 (H): 0.24, atom 26 (H): 0.24, atom 27 (H): 0.23, atom 28 (H): 0.23, atom 29 (H): 0.23, atom 30 (H): 0.23, atom 31 (H): 0.22, atom 32 (H): 0.24, atom 33 (H): 0.23, atom 34 (H): 0.23, atom 35 (H): 0.23, atom 36 (H): 0.23, atom 37 (H): 0.23, atom 38 (Se): 0.16, atom 39 (C): -0.23, atom 40 (C): -0.23, atom 41 (C): -0.20, atom 42 (C): -0.20, atom 43 (C): -0.23, atom 44 (C): -0.15, atom 45 (H): 0.22, atom 46 (H): 0.22, atom 47 (H): 0.23, atom 48 (H): 0.23, atom 49 (H): 0.22, atom 50 (O): -0.70, atom 51 (C): 0.42, atom 52 (C): -0.31, atom 53 (C): -0.15, atom 54 (C): -0.24, atom 55 (C): -0.11, atom 56 (C): -0.30, atom 57 (C): 0.80, atom 58 (O): -0.52, atom 59 (O): -0.66, atom 60 (H): 0.49, atom 61 (H): 0.22, atom 62 (H): 0.23, atom 63 (H): 0.23, atom 64 (H): 0.24

=====

# 4
Computed, not measured: 2 unconnected molecules or ions with the total composition C8H14N2, with wB97M-V/def2-TZVPD.

The LUMO energy comes out at 0.80 eV. The HOMO-LUMO gap comes out at 9.78 eV. Its SMILES is c1c[nH]cn1.C1CCCC1. The value obtained for the total energy is -422.7332 hartree.

```
! wB97M-V def2-TZVPD RIJCOSX def2/J DEFGRID3
* xyz 0 1
C -0.5645 -0.8260 2.2193
C -1.7764 -1.2309 1.7029
N -1.4569 -2.0369 0.6387
C -0.0973 -2.0891 0.5522
N 0.4756 -1.3632 1.4992
H -0.3885 -0.1738 3.0747
H -2.8078 -1.0241 1.9883
H -2.1195 -2.5129 0.0215
H 0.4191 -2.6669 -0.2144
C -0.7182 0.8554 -0.8631
C 0.0905 2.0272 -0.3058
C 1.4173 1.3646 0.0858
C 1.6552 0.2788 -0.9955
C 0.3055 0.1283 -1.7443
H -1.6257 1.1637 -1.4168
H -1.0385 0.2006 -0.0299
H -0.4014 2.5459 0.5395
H 0.2575 2.7726 -1.1069
H 1.3014 0.8876 1.0781
H 2.2545 2.0855 0.1547
H 1.9603 -0.6773 -0.5284
H 2.4577 0.5829 -1.6948
H 0.3613 0.6380 -2.7254
H 0.0388 -0.9300 -1.9296
*
```

The natural (NBO) scheme yields these atomic charges, measured in e: atom 1 (C): -0.10, atom 2 (C): -0.12, atom 3 (N): -0.53, atom 4 (C): 0.16, atom 5 (N): -0.47, atom 6 (H): 0.22, atom 7 (H): 0.23, atom 8 (H): 0.42, atom 9 (H): 0.21, atom 10 (C): -0.41, atom 11 (C): -0.40, atom 12 (C): -0.41, atom 13 (C): -0.41, atom 14 (C): -0.41, atom 15 (H): 0.20, atom 16 (H): 0.21, atom 17 (H): 0.21, atom 18 (H): 0.19, atom 19 (H): 0.22, atom 20 (H): 0.21, atom 21 (H): 0.22, atom 22 (H): 0.20, atom 23 (H): 0.20, atom 24 (H): 0.20

=====

# 5
Computed, not measured: 4 unconnected molecules or ions with the total composition CH10O3S2 at a distorted geometry, with wB97M-V/def2-TZVPD.

The LUMO energy comes out at 0.18 eV. The HOMO-LUMO gap comes out at 9.39 eV. Its SMILES is CSS.O.O.O. The value obtained for the total energy is -1066.1684 hartree.

```
! wB97M-V def2-TZVPD RIJCOSX def2/J DEFGRID3
* xyz 0 1
C 0.0998 -1.6562 -0.4377
S -0.6233 -0.9528 -1.9000
S -2.4496 -2.0065 -2.3163
H -0.6656 -1.8541 0.3687
H 0.8180 -0.8778 -0.1804
H 0.5688 -2.6073 -0.6729
H -1.8640 -3.1712 -2.4972
O -1.4542 1.4973 -0.1721
H -1.2302 0.8297 -0.7954
H -2.2777 1.9262 -0.3232
O 0.5871 0.9179 2.2542
H -0.2475 0.3744 2.4788
H 0.2436 1.5885 1.6946
O 3.0089 1.7405 0.6325
H 2.9933 2.6475 0.4096
H 2.4928 1.6039 1.4568
*
```

The natural (NBO) scheme yields these atomic charges, measured in e: atom 1 (C): -0.77, atom 2 (S): 0.10, atom 3 (S): -0.13, atom 4 (H): 0.23, atom 5 (H): 0.26, atom 6 (H): 0.22, atom 7 (H): 0.12, atom 8 (O): -0.99, atom 9 (H): 0.48, atom 10 (H): 0.48, atom 11 (O): -0.96, atom 12 (H): 0.48, atom 13 (H): 0.48, atom 14 (O): -0.96, atom 15 (H): 0.47, atom 16 (H): 0.49